*one*
Entry from the OMol25 dataset: a cluster of 2 separate species, C2H8IN2 in total (ωB97M-V/def2-TZVPD).

```
13
Properties=species:S:1:pos:R:3
C -1.0650 -0.7225 1.2847
C 0.2286 -0.2847 -0.7893
N 1.7774 1.6177 -0.7069
N 0.2212 -0.7155 0.4227
I 0.8563 3.2989 -1.3481
H -1.7446 -1.4444 0.8160
H -0.6604 -0.9388 2.2400
H -1.6860 0.1486 1.3139
H 1.0497 -0.5126 -1.4579
H -0.5866 0.2296 -1.1776
H 2.7574 1.7027 -0.9950
H -0.5617 3.0951 -2.1890
H 0.9769 -1.1423 0.9597
```

Output
Total charge: +1

***

*two*
Entry from the OMol25 dataset: a cluster of 2 separate species, C2H8IN2 in total (ωB97M-V/def2-TZVPD).

```
13
Properties=species:S:1:pos:R:3
C -0.4207 1.5384 0.0700
C -1.1958 -0.6557 0.3160
N -1.3518 -1.9361 0.0265
N -0.3865 0.1912 -0.2968
I 3.7470 -0.2388 0.1404
H -1.0925 1.7655 0.9503
H 0.6427 1.7656 0.1218
H -0.8318 2.2777 -0.7351
H -1.8372 -0.1824 1.1199
H -0.7339 -2.2931 -0.7245
H -1.8645 -2.6891 0.4351
H 5.1455 0.4140 -0.3014
H 0.1794 0.0428 -1.1223
```

Output
Total charge: +1

***

Decreasing stability: *two*, *one*

***

*one*
Entry from the OMol25 dataset: a cluster of 2 separate species, C3H2BrNO2 in total (ωB97M-V/def2-TZVPD).

```
9
Properties=species:S:1:pos:R:3
C -2.2158 -2.3874 -1.2014
C -1.0385 -0.2778 0.9304
C -0.7481 -1.5539 0.9311
N -3.1066 -1.5836 -0.9749
O -1.4771 -3.2672 -1.2022
O -1.0546 0.9225 0.8740
Br -3.6931 -0.0473 -1.6548
H -0.1503 -1.8762 0.1534
H -1.2024 -2.3249 1.5487
```

Output
SMILES string: O=C=NBr.C=C=O
Total charge: 0

***

*two*
Entry from the OMol25 dataset: a cluster of 2 separate species, C3H2BrNO2 in total (ωB97M-V/def2-TZVPD).

```
9
Properties=species:S:1:pos:R:3
C 0.7837 -0.7163 0.2689
C 1.4490 0.3865 -0.0091
C -1.3722 0.3522 -0.6277
N -2.2083 -0.1017 0.1046
O -0.8094 1.0765 -1.2871
O 0.0537 -1.5901 0.4625
Br 2.6284 0.8550 1.3786
H 1.6979 0.7654 -0.9180
H -2.2227 -1.0276 0.6273
```

Output
SMILES string: O=C=CBr.N=C=O
Total charge: 0

***

Decreasing stability: *two*, *one*